# 1
16
Properties=species:S:1:pos:R:3 method="wB97M-V/def2-TZVPD" relative_energy_ev=1.728 largest_force_ha_per_bohr=0.0384 smiles="C=CO.CSC" e_lumo_ha=0.032 gap_ev=9.4
C -2.15 2.83 -0.62
S -1.36 1.54 -1.69
C -2.60 0.23 -1.24
H -1.33 3.57 -0.59
H -2.65 2.37 0.22
H -2.95 3.38 -1.05
H -2.30 -0.70 -1.78
H -2.41 0.12 -0.17
H -3.61 0.58 -1.37
C 2.26 -2.08 0.81
C 3.32 -1.55 1.41
O 4.53 -2.13 1.75
H 1.35 -1.47 0.57
H 2.17 -3.15 0.65
H 3.43 -0.46 1.42
H 4.28 -3.07 1.68

=====

# 2
16
Properties=species:S:1:pos:R:3 method="wB97M-V/def2-TZVPD" relative_energy_ev=1.310 largest_force_ha_per_bohr=0.0460 smiles="C=CO.CSC" e_lumo_ha=0.030 gap_ev=9.0
C 1.13 1.67 0.64
S 0.90 2.36 -1.04
C -0.40 1.30 -1.72
H 1.22 0.59 0.51
H 0.23 1.80 1.22
H 2.00 2.11 1.13
H -0.18 1.42 -2.79
H -0.19 0.29 -1.38
H -1.41 1.60 -1.47
C -1.11 -2.20 0.21
C 0.10 -1.78 0.56
O 0.31 -1.16 1.78
H -1.22 -2.52 -0.83
H -2.00 -2.23 0.81
H 0.95 -1.86 -0.08
H -0.33 -1.40 2.45

=====

# 3
16
Properties=species:S:1:pos:R:3 method="wB97M-V/def2-TZVPD" relative_energy_ev=0.087 largest_force_ha_per_bohr=0.0256 smiles=C1CCSC1.O e_lumo_ha=0.024 gap_ev=9.0
S -2.14 1.24 -0.85
C -0.91 0.20 -1.75
C -1.09 1.42 0.62
C 0.14 -0.29 -0.72
C 0.32 0.84 0.33
H -1.47 -0.67 -2.15
H -0.53 0.78 -2.61
H -1.12 2.51 0.83
H -1.48 0.90 1.51
H -0.22 -1.12 -0.09
H 1.10 -0.61 -1.17
H 0.94 1.65 -0.10
H 0.83 0.49 1.26
O 2.12 -2.25 1.38
H 2.32 -3.07 1.89
H 1.20 -2.03 1.62

=====

# 4
16
Properties=species:S:1:pos:R:3 method="wB97M-V/def2-TZVPD" relative_energy_ev=2.880 largest_force_ha_per_bohr=0.0795 smiles=CO[C@H](C)SC e_lumo_ha=0.031 gap_ev=9.4
C 1.40 0.83 -1.34
C -0.22 -0.69 0.35
C 0.88 -0.90 1.41
C -2.01 0.50 -0.08
H 0.45 1.61 -1.40
H 2.19 0.85 -0.48
H 1.99 0.84 -2.44
H -0.83 -1.71 0.44
H 1.35 0.15 1.61
H 1.68 -1.74 1.05
H 0.44 -1.16 2.38
H -1.73 0.21 -1.11
H -2.91 -0.21 0.45
H -2.42 1.66 -0.22
O -0.79 0.53 0.65
S 0.54 -0.79 -1.26